This record from OMol25 describes a structure of composition C4H6O at a distorted geometry. The level of theory is the ωB97M-V functional and the def2-TZVPD basis.

Summary:
energy above the lowest of the compared OMol25 structures with the same formula, charge and spin	88.5	kcal per mole
orbital gap	10.722	eV
LUMO level	1.15	eV
E	-6288.08195	eV
HOMO	-9.6	eV

```
! wB97M-V def2-TZVPD RIJCOSX def2/J DEFGRID3
* xyz 0 1
C -1.88313 -0.12356 0.36969
C -1.08393 0.87580 -0.03798
C 1.66253 -0.61898 0.36329
C 0.81215 0.55684 0.50370
O 1.83354 0.55963 -0.34553
H -3.01586 0.16201 0.15619
H -1.61581 -1.09883 0.72740
H -1.44549 1.73784 -0.43753
H 2.28282 -0.87389 1.17811
H 1.29805 -1.49290 -0.24654
H 0.88448 1.11396 1.45588
*
```